A molecular structure, C8H13Br2O7Pd, computed with ωB97M-V with the def2-TZVPD basis set.

```
31
Properties=species:S:1:pos:R:3:forces:R:3:nbo_charge:R:1
Pd 0.557704 0.258345 -1.184020 -0.05 0.87 -0.93 0.8294
Br -1.489634 3.133543 -1.281945 0.55 -0.89 0.19 -0.9020
Br 2.817089 -0.496992 -3.926929 -0.49 0.05 0.75 -0.9311
C 1.677178 -3.133851 3.646458 0.35 1.11 2.50 -0.6352
C 1.393393 -3.331886 2.215765 -0.41 0.53 -0.87 -0.1581
O 0.954277 -2.251278 1.399473 0.52 -1.57 1.29 -0.2406
H 2.094573 -4.054029 4.055317 0.23 -0.14 -0.17 0.2074
H 0.839821 -2.938402 4.316329 -0.61 -0.03 -0.46 0.2079
H 2.352976 -2.325269 3.925012 0.36 0.03 -0.50 0.2153
H 0.747952 -4.210014 2.235623 -0.60 0.00 -1.06 0.1819
H 2.332192 -3.698139 1.800304 0.14 0.14 -0.80 0.2235
C 3.528256 5.502215 2.725715 0.03 0.84 0.82 -0.0956
C 2.930248 4.639896 3.804312 -0.40 -0.40 -0.21 -0.1001
O 2.396630 3.583409 2.991471 -1.96 -0.80 1.35 -0.4884
C 3.025733 3.502910 1.832723 -0.78 -4.24 -2.61 0.9713
O 2.924142 2.546203 1.017186 0.57 4.11 3.22 -0.5843
O 3.792298 4.561203 1.759347 2.50 0.07 -3.13 -0.4826
H 4.443099 6.020216 3.013526 -0.02 -0.08 -0.08 0.1980
H 2.821808 6.208626 2.289810 -0.16 0.21 0.34 0.1910
H 2.154787 5.172097 4.355238 -0.09 -0.45 0.03 0.2034
H 3.624884 4.108314 4.454695 0.28 0.64 0.25 0.1883
C -4.826583 -2.184157 -5.435221 -0.28 1.44 -2.08 -0.0963
C -5.412818 -2.656409 -4.191016 -0.95 -2.03 -0.07 -0.0973
O -4.344633 -2.589208 -3.313242 0.19 -0.77 2.71 -0.4870
C -3.304009 -1.926531 -3.842034 3.08 1.27 3.54 0.9638
O -2.270811 -1.577507 -3.282780 -2.55 -1.46 -0.80 -0.5688
O -3.600994 -1.605142 -5.035191 -0.28 1.20 -4.17 -0.4561
H -5.511329 -1.442772 -5.847011 0.56 0.29 -0.51 0.1929
H -4.670504 -2.972566 -6.171522 0.30 0.11 0.01 0.1835
H -5.646069 -3.693984 -4.430021 -0.41 -0.30 0.93 0.1794
H -6.331655 -2.148840 -3.897372 0.37 0.25 0.52 0.1866
```
Forces are in eV/Å.

Computed properties:
- frontier orbital gap (alpha / beta) (Eh) = 0.2420 / 0.1733
- HOMO level (alpha / beta) (eV) = -4.28 / -4.28
- lowest unoccupied orbital energy (alpha / beta) (eV) = 2.3 / 0.4
- relative energy (zero: lowest compared OMol25 entry of this formula, charge and spin) (kJ/mol) = 441.29
- 2S+1 = 3
- total charge = -1